# 1
C34H38CuN6O6P2 | the ωB97M-V functional and the def2-TZVPD basis

The energy relative to the best compared isomer or geometry (same formula, charge and spin) is 0.000 eV. The calculation puts the gap between HOMO and LUMO (spin up / spin down) at 7.146 / 5.425 eV. For the LUMO energy (spin up / spin down), the calculation gives -0.049 / -0.112 Eh. The spin multiplicity is 2.

Last column: Löwdin charge in e.
Element x y z (Å)
Cu  0.69  3.18  1.96  0.71
C  3.17  -2.00  1.68  -0.12
C  2.79  -1.25  0.65  -0.11
C  1.52  -1.31  -0.16  -0.21
C  0.24  -0.69  0.44  -0.19
C  -0.59  -1.58  1.33  -0.11
C  -0.16  -2.60  2.08  -0.09
C  0.99  -3.53  1.80  -0.19
C  2.45  -3.20  2.21  -0.19
C  -1.00  2.62  2.69  -0.10
H  4.15  -1.81  2.13  0.10
H  3.50  -0.48  0.33  0.10
H  1.32  -2.32  -0.55  0.11
H  1.76  -0.65  -1.01  0.06
H  0.51  0.27  0.90  0.09
H  -0.40  -0.36  -0.38  0.05
H  -1.60  -1.18  1.48  0.07
H  -0.83  -2.89  2.93  0.11
H  1.00  -3.86  0.75  0.11
H  0.75  -4.42  2.42  0.11
H  2.50  -3.22  3.30  0.11
H  3.06  -4.05  1.86  0.12
H  -0.69  1.57  2.74  0.00
H  -1.98  2.75  2.21  0.01
H  -0.93  3.09  3.68  0.02
P  -3.24  0.47  -1.17  1.10
P  -0.16  0.66  -3.36  1.10
N  -4.13  -0.98  -0.68  -0.26
N  -4.70  1.30  -1.74  -0.27
N  -0.01  -1.08  -3.76  -0.26
N  0.38  1.24  -4.99  -0.27
C  -2.83  -0.21  -2.84  -0.43
C  -1.97  0.74  -3.71  -0.41
C  -4.40  -1.32  0.65  -0.16
C  -5.28  -2.39  0.68  -0.09
C  -5.61  -2.71  -0.67  -0.08
C  -4.88  -1.85  -1.48  -0.16
C  -5.03  2.59  -1.31  -0.16
C  -6.21  2.98  -1.93  -0.10
C  -6.64  1.89  -2.76  -0.08
C  -5.68  0.89  -2.65  -0.14
C  1.11  -1.78  -3.31  -0.17
C  1.02  -3.10  -3.70  -0.09
C  -0.18  -3.24  -4.46  -0.08
C  -0.81  -2.00  -4.45  -0.16
C  0.40  0.58  -6.24  -0.13
C  0.68  1.51  -7.23  -0.09
C  0.82  2.79  -6.59  -0.10
C  0.62  2.60  -5.23  -0.17
H  -3.74  -0.41  -3.44  0.06
H  -2.34  -1.18  -2.66  0.07
H  -2.15  0.52  -4.78  0.09
H  -2.23  1.80  -3.54  0.07
H  -3.93  -0.76  1.45  0.09
H  -5.64  -2.89  1.56  0.09
H  -6.30  -3.46  -1.03  0.09
H  -4.82  -1.82  -2.56  0.09
H  -4.38  3.09  -0.61  0.09
H  -6.70  3.93  -1.81  0.09
H  -7.52  1.85  -3.37  0.09
H  -5.63  -0.06  -3.16  0.08
H  1.89  -1.26  -2.77  0.08
H  1.75  -3.86  -3.45  0.10
H  -0.51  -4.14  -4.96  0.10
H  -1.77  -1.71  -4.87  0.10
H  0.21  -0.48  -6.31  0.09
H  0.76  1.31  -8.29  0.09
H  1.05  3.73  -7.08  0.09
H  0.61  3.30  -4.41  0.09
O  2.11  3.16  3.34  -0.11
C  2.68  2.01  3.52  -0.55
O  2.38  0.93  2.96  0.02
C  3.80  1.93  4.59  -0.07
C  4.70  0.84  4.55  0.10
C  5.66  0.64  5.58  -0.11
C  5.76  1.55  6.63  0.09
C  4.89  2.66  6.67  -0.11
C  3.96  2.89  5.62  0.09
N  4.96  3.50  7.85  -0.32
O  5.80  3.21  8.72  0.06
O  4.20  4.47  7.97  0.07
N  6.58  -0.48  5.59  -0.31
O  6.56  -1.33  4.68  0.08
O  7.39  -0.52  6.55  0.06
H  4.62  0.15  3.72  0.12
H  6.47  1.39  7.43  0.13
H  3.36  3.80  5.61  0.13



# 2
C2H8N6 | the ωB97M-V functional and the def2-TZVPD basis

The energy relative to the best compared isomer or geometry (same formula, charge and spin) is 2.332 eV. The calculation puts the gap between HOMO and LUMO at 9.718 eV. For the LUMO energy, the calculation gives 0.035 Eh. The spin multiplicity is 1. Its SMILES is [H]/N=C(/NN)N(N)/C=N/[H].

Last column: Löwdin charge in e.
Element x y z (Å)
H  2.00  -1.83  0.04  0.03
N  1.00  -1.95  -0.09  0.12
C  0.29  -0.90  -0.11  -0.44
N  -1.09  -1.08  -0.39  -0.07
N  -2.03  -0.64  0.52  0.01
N  0.77  0.42  0.09  -0.12
N  2.16  0.62  0.14  0.04
C  0.08  1.68  0.04  -0.19
N  -1.18  1.86  -0.31  0.06
H  -1.39  2.88  -0.34  0.05
H  -1.23  -1.95  -0.88  0.12
H  -2.60  0.07  0.08  0.06
H  -2.41  -1.33  1.04  0.03
H  2.66  0.11  -0.59  0.09
H  2.46  0.28  1.05  0.10
H  0.81  2.48  0.30  0.12



# 3
C52H143CuN15O19 | the ωB97M-V functional and the def2-TZVPD basis

The calculation puts the gap between HOMO and LUMO (spin up / spin down) at 9.257 / 7.905 eV. For the LUMO energy (spin up / spin down), the calculation gives 0.016 / -0.033 Eh. The spin multiplicity is 2.

Last column: Löwdin charge in e.
Element x y z (Å)
Cu  -4.59  -1.40  -0.04  0.66
N  -1.47  -0.29  -0.09  -0.57
O  -2.03  -1.38  -0.14  -0.01
O  -0.43  -0.10  -0.77  -0.03
O  -1.88  0.62  0.58  -0.04
N  -7.29  -0.09  -0.72  -0.53
O  -6.44  0.86  -0.92  -0.10
O  -8.46  0.09  -0.50  0.07
O  -6.82  -1.27  -0.80  -0.07
C  3.37  0.94  5.34  -0.06
C  3.43  0.07  4.09  -0.40
C  3.77  -1.41  4.49  -0.21
O  4.96  -1.67  5.16  -0.19
C  6.03  -1.61  4.24  -0.11
N  2.10  0.10  3.40  0.07
H  4.28  0.86  6.02  0.10
H  2.55  0.52  5.92  0.06
H  3.21  2.01  5.15  0.06
H  4.14  0.48  3.42  0.10
H  3.85  -2.05  3.59  0.10
H  2.94  -1.77  5.14  0.13
H  6.18  -0.54  3.98  0.09
H  5.87  -2.25  3.33  0.08
H  6.94  -1.99  4.78  0.11
H  1.49  -0.50  3.97  0.07
H  2.24  -0.31  2.49  0.02
C  -4.00  0.24  -4.24  -0.05
C  -3.84  -0.87  -3.20  -0.39
C  -2.49  -1.48  -3.51  -0.20
O  -2.44  -2.69  -2.76  -0.24
C  -1.11  -3.25  -2.74  -0.07
N  -3.99  -0.31  -1.86  0.07
H  -4.28  -0.17  -5.21  0.08
H  -3.03  0.75  -4.31  0.07
H  -4.81  0.97  -3.97  0.10
H  -4.49  -1.71  -3.46  0.14
H  -1.64  -0.82  -3.19  0.13
H  -2.33  -1.62  -4.58  0.13
H  -0.35  -2.54  -2.39  0.07
H  -0.90  -3.55  -3.84  0.12
H  -1.08  -4.13  -2.12  0.06
H  -4.88  0.24  -1.87  0.08
H  -3.22  0.39  -1.76  0.07
C  -0.84  -7.12  2.41  -0.05
C  0.34  -6.18  2.17  -0.40
C  1.08  -6.58  0.88  -0.21
O  2.33  -5.98  0.65  -0.20
C  2.86  -6.41  -0.56  -0.12
N  -0.19  -4.83  2.11  0.07
H  -1.40  -6.66  3.17  0.06
H  -0.55  -8.13  2.58  0.07
H  -1.55  -7.12  1.53  0.09
H  1.05  -6.27  2.97  0.14
H  0.42  -6.39  0.03  0.10
H  1.20  -7.69  0.89  0.13
H  2.25  -6.12  -1.40  0.08
H  3.00  -7.53  -0.51  0.11
H  3.79  -5.86  -0.60  0.08
H  -0.70  -4.62  1.30  0.04
H  0.44  -4.09  2.33  0.06
C  -1.33  -2.85  5.74  -0.05
C  -0.56  -1.65  6.26  -0.40
C  -1.31  -0.37  5.87  -0.18
O  -1.48  -0.43  4.43  -0.22
C  -1.78  0.87  3.94  -0.13
N  -0.49  -1.59  7.79  0.03
H  -2.38  -2.68  5.99  0.08
H  -0.98  -3.78  6.20  0.08
H  -1.28  -2.81  4.66  0.06
H  0.43  -1.59  5.85  0.10
H  -0.76  0.48  6.12  0.10
H  -2.31  -0.42  6.36  0.14
H  -0.84  1.50  4.08  0.09
H  -2.55  1.44  4.50  0.10
H  -1.98  0.86  2.88  0.05
H  0.12  -2.37  8.10  0.08
H  -0.05  -0.77  8.14  0.05
C  4.62  1.28  0.77  -0.03
C  6.08  0.73  0.99  -0.39
C  6.62  0.06  -0.22  -0.25
O  7.87  -0.49  0.05  -0.16
C  8.36  -1.25  -1.01  -0.12
N  6.99  1.83  1.49  0.06
H  4.29  1.99  1.53  0.06
H  3.85  0.47  0.68  0.07
H  4.71  1.80  -0.15  0.03
H  6.03  -0.06  1.78  0.11
H  6.57  0.81  -1.02  0.13
H  5.90  -0.71  -0.58  0.11
H  8.86  -0.56  -1.73  0.10
H  7.58  -1.81  -1.53  0.08
H  9.15  -1.93  -0.72  0.08
H  7.91  1.51  1.16  0.06
H  6.88  2.65  0.88  0.06
C  -3.96  3.98  2.98  -0.05
C  -3.68  3.90  1.50  -0.40
C  -4.99  3.74  0.69  -0.17
O  -5.78  2.76  1.33  -0.26
C  -7.15  2.79  1.02  -0.12
N  -2.85  5.07  1.04  0.08
H  -3.02  3.94  3.55  0.09
H  -4.49  3.09  3.24  0.06
H  -4.45  4.92  3.19  0.09
H  -3.19  2.98  1.33  0.10
H  -4.94  3.54  -0.39  0.12
H  -5.59  4.66  0.69  0.12
H  -7.57  1.80  1.19  0.06
H  -7.34  2.96  -0.05  0.09
H  -7.72  3.48  1.68  0.10
H  -2.78  5.71  1.82  0.06
H  -1.97  4.71  0.73  0.03
C  1.14  4.27  0.50  -0.07
C  1.40  3.18  1.46  -0.45
C  2.32  3.69  2.55  -0.22
O  3.63  3.98  2.11  -0.23
C  4.54  4.26  3.19  -0.05
N  0.21  2.67  2.13  0.07
H  0.43  4.88  1.02  0.06
H  0.56  3.96  -0.44  0.09
H  2.03  4.88  0.18  0.09
H  1.90  2.36  0.91  0.12
H  2.33  3.00  3.38  0.10
H  1.87  4.56  3.01  0.12
H  4.11  5.01  3.78  0.07
H  5.52  4.51  2.78  0.09
H  4.63  3.32  3.73  0.07
H  0.48  1.76  2.57  0.05
H  -0.57  2.50  1.52  0.04
C  -0.72  3.75  -3.40  -0.02
C  -2.13  3.65  -2.67  -0.41
C  -3.24  3.87  -3.65  -0.26
O  -4.37  4.34  -3.02  -0.18
C  -4.29  5.80  -2.99  -0.06
N  -2.21  2.33  -2.05  0.07
H  -0.84  3.17  -4.32  0.08
H  0.02  3.34  -2.70  0.04
H  -0.47  4.83  -3.59  0.09
H  -2.26  4.45  -2.00  0.10
H  -3.49  2.88  -4.06  0.10
H  -3.01  4.60  -4.47  0.13
H  -5.27  6.16  -2.64  0.09
H  -4.11  6.25  -3.99  0.09
H  -3.53  6.10  -2.32  0.06
H  -2.88  2.36  -1.23  0.09
H  -1.27  2.06  -1.79  0.05
C  -5.96  -0.28  2.78  -0.02
C  -4.50  -0.05  2.38  -0.35
C  -3.60  -1.26  2.64  -0.18
O  -4.15  -2.38  1.93  -0.20
C  -3.26  -3.50  2.05  -0.05
N  -4.49  0.32  0.94  0.06
H  -6.49  0.64  2.70  0.06
H  -6.08  -0.88  3.70  0.10
H  -6.41  -0.97  2.07  0.07
H  -4.23  0.76  3.13  0.13
H  -3.52  -1.45  3.68  0.12
H  -2.69  -0.89  2.20  0.09
H  -3.36  -3.92  3.03  0.09
H  -2.17  -3.21  2.09  0.09
H  -3.43  -4.15  1.24  0.05
H  -3.58  0.69  0.71  0.04
H  -5.32  0.86  0.63  0.08
C  5.20  4.25  -3.48  -0.05
C  4.17  4.38  -2.34  -0.41
C  3.04  3.40  -2.40  -0.22
O  3.35  2.02  -2.55  -0.17
C  2.39  1.14  -2.02  -0.12
N  4.95  4.25  -1.10  0.06
H  5.85  5.13  -3.69  0.08
H  4.85  4.14  -4.50  0.05
H  5.86  3.42  -3.17  0.08
H  3.64  5.35  -2.37  0.14
H  2.37  3.70  -3.19  0.10
H  2.44  3.55  -1.46  0.10
H  1.93  1.34  -1.03  0.08
H  2.79  0.11  -2.10  0.09
H  1.48  1.15  -2.62  0.06
H  5.26  3.30  -1.00  0.03
H  4.28  4.32  -0.35  0.04
C  -6.69  -4.41  -1.34  0.00
C  -5.20  -4.47  -0.73  -0.33
C  -4.37  -5.64  -1.26  -0.19
O  -3.05  -5.64  -0.74  -0.21
C  -2.30  -6.67  -1.33  -0.11
N  -4.53  -3.18  -1.05  0.05
H  -7.21  -3.55  -1.00  0.05
H  -7.19  -5.28  -0.93  0.08
H  -6.60  -4.50  -2.39  0.07
H  -5.29  -4.58  0.35  0.13
H  -4.39  -5.51  -2.33  0.12
H  -4.89  -6.59  -0.93  0.15
H  -2.52  -6.72  -2.44  0.11
H  -2.59  -7.63  -0.90  0.09
H  -1.25  -6.43  -1.24  0.06
H  -3.51  -3.35  -1.28  0.11
H  -4.98  -2.83  -1.86  0.04
C  1.54  1.28  -5.41  -0.05
C  2.14  1.89  -6.68  -0.41
C  2.23  3.45  -6.71  -0.23
O  0.96  3.97  -6.52  -0.18
C  1.01  5.35  -6.19  -0.11
N  3.52  1.42  -6.86  0.02
H  0.41  1.35  -5.41  0.09
H  1.95  1.69  -4.49  0.03
H  1.91  0.22  -5.47  0.09
H  1.62  1.46  -7.55  0.14
H  2.63  3.75  -7.70  0.13
H  2.94  3.69  -5.92  0.10
H  1.80  5.53  -5.49  0.07
H  0.07  5.64  -5.66  0.08
H  1.07  5.99  -7.10  0.10
H  3.95  1.87  -7.62  0.05
H  4.09  1.51  -5.99  0.09
C  4.39  -2.99  0.64  -0.05
C  3.36  -2.17  -0.17  -0.40
C  2.59  -3.14  -1.16  -0.24
O  3.44  -3.68  -2.08  -0.18
C  3.56  -2.86  -3.25  -0.07
N  2.34  -1.61  0.74  0.05
H  5.06  -3.73  0.13  0.09
H  3.85  -3.60  1.40  0.08
H  5.09  -2.38  1.27  0.05
H  3.90  -1.38  -0.68  0.09
H  1.77  -2.57  -1.61  0.11
H  2.17  -3.84  -0.41  0.11
H  2.61  -2.69  -3.81  0.09
H  4.28  -3.25  -4.04  0.11
H  3.96  -1.88  -2.97  0.07
H  1.74  -0.94  0.22  0.07
H  1.72  -2.37  1.05  0.07



# 4
C6H4N4S | the ωB97M-V functional and the def2-TZVPD basis

The energy relative to the best compared isomer or geometry (same formula, charge and spin) is 4.031 eV. The calculation puts the gap between HOMO and LUMO (spin up / spin down) at 5.008 / 5.008 eV. For the LUMO energy (spin up / spin down), the calculation gives -0.111 / -0.111 Eh. The spin multiplicity is 1.

Last column: Löwdin charge in e.
Element x y z (Å)
C  -0.12  1.52  -0.67  -0.28
C  0.00  -1.56  -0.55  -0.18
C  -0.20  -0.13  1.44  -0.09
C  1.78  0.21  0.31  -0.92
C  1.14  0.94  -0.67  -0.11
C  -0.86  -0.80  0.33  -0.25
N  -1.10  2.11  -0.91  0.16
N  0.55  -2.22  -1.29  0.24
N  1.07  0.12  1.48  0.10
N  -2.11  -0.64  0.00  0.22
S  3.40  -0.32  0.24  0.58
H  -0.61  0.06  2.38  0.11
H  1.75  1.22  -1.54  0.13
H  -2.24  -0.78  -0.97  0.13
H  -2.46  0.28  0.43  0.17



# 5
C15H14EuN2O5 | the ωB97M-V functional and the def2-TZVPD basis

The energy relative to the best compared isomer or geometry (same formula, charge and spin) is 0.000 eV. The calculation puts the gap between HOMO and LUMO (spin up / spin down) at 6.531 / 6.657 eV. For the LUMO energy (spin up / spin down), the calculation gives -0.279 / -0.275 Eh. The charge is +2. The spin multiplicity is 8.

Last column: Löwdin charge in e.
Element x y z (Å)
Eu  0.31  2.78  -1.90  1.25
C  2.47  2.73  -3.40  0.00
O  3.43  2.60  -4.03  0.15
C  -0.31  4.97  -3.22  -0.04
O  -0.58  5.92  -3.80  0.14
C  1.61  4.49  -0.21  -0.01
O  2.08  5.21  0.56  0.14
C  -1.10  1.62  -3.95  0.00
O  -1.73  0.95  -4.63  0.14
H  -2.12  2.95  -0.28  0.06
H  -2.23  3.59  -0.69  0.05
C  0.50  -2.02  2.91  0.03
N  0.47  -0.88  2.01  -0.03
N  0.13  -0.92  0.69  0.08
C  0.34  0.33  0.16  -0.40
O  0.05  0.63  -1.06  -0.27
C  0.84  1.14  1.21  0.03
C  0.91  0.35  2.33  -0.26
C  1.38  0.72  3.68  0.01
C  -0.46  -2.03  0.02  -0.17
C  -1.42  -2.82  0.65  -0.03
C  -2.06  -3.83  -0.08  -0.05
C  -1.79  -4.02  -1.43  -0.05
C  -0.86  -3.19  -2.07  -0.05
C  -0.16  -2.22  -1.34  -0.02
H  1.51  -2.13  3.33  0.11
H  0.24  -2.95  2.41  0.09
H  -0.21  -1.86  3.74  0.12
H  1.10  2.19  1.15  0.07
H  0.60  0.59  4.44  0.11
H  2.26  0.14  3.98  0.11
H  1.65  1.78  3.66  0.10
H  -1.68  -2.67  1.70  0.11
H  -2.80  -4.46  0.42  0.12
H  -2.31  -4.78  -2.01  0.12
H  -0.66  -3.29  -3.14  0.12
H  0.61  -1.60  -1.80  0.11



# 6
C5H13NO | the ωB97M-V functional and the def2-TZVPD basis

The energy relative to the best compared isomer or geometry (same formula, charge and spin) is 0.793 eV. The calculation puts the gap between HOMO and LUMO at 10.094 eV. For the LUMO energy, the calculation gives 0.039 Eh. The spin multiplicity is 1. Its SMILES is CC(C)CNCO.

Last column: Löwdin charge in e.
Element x y z (Å)
C  2.45  -0.34  -0.23  -0.09
C  0.96  -0.68  -0.17  -0.44
C  0.48  -1.25  -1.52  -0.08
C  0.16  0.51  0.29  -0.23
N  -1.25  0.19  0.48  -0.06
C  -2.00  1.27  1.03  -0.34
O  -3.36  0.93  1.19  -0.05
H  3.02  -1.23  -0.53  0.08
H  2.85  -0.15  0.76  0.07
H  2.66  0.51  -0.87  0.08
H  0.81  -1.51  0.53  0.13
H  -0.60  -1.29  -1.57  0.06
H  0.88  -2.25  -1.68  0.07
H  0.82  -0.61  -2.35  0.08
H  0.60  0.85  1.24  0.12
H  0.20  1.36  -0.40  0.13
H  -1.39  -0.65  1.02  0.12
H  -1.87  2.15  0.38  0.12
H  -1.69  1.56  2.05  0.13
H  -3.72  0.61  0.36  0.08